{"formula": "C32H27GeI2N2OW", "method": "ωB97M-V/def2-TZVPD", "symbols": ["W", "I", "C", "C", "C", "I", "C", "O", "C", "C", "N", "C", "C", "C", "C", "C", "C", "N", "C", "H", "H", "H", "H", "H", "H", "H", "H", "H", "H", "H", "C", "Ge", "C", "C", "C", "C", "C", "C", "C", "C", "C", "C", "C", "C", "C", "C", "C", "C", "C", "C", "H", "H", "H", "H", "H", "H", "H", "H", "H", "H", "H", "H", "H", "H", "H", "H"], "positions_angstrom": [[0.468786, -2.179341, -0.859685], [0.508594, -0.840733, 6.282601], [0.765191, -1.710768, 4.408502], [2.036327, -1.992174, 3.936674], [2.202140, -2.530566, 2.665541], [4.117059, -2.948541, 1.971745], [1.093943, -2.770590, 1.861702], [1.207926, -3.240067, 0.586084], [-0.189848, -2.502302, 2.352813], [-1.376158, -2.748299, 1.469029], [-1.356851, -1.840409, 0.275349], [-2.602475, -1.914693, -0.514057], [-2.404332, -2.724984, -1.758737], [-3.468065, -3.246780, -2.472707], [-3.218985, -3.921979, -3.654797], [-1.910039, -4.058520, -4.092904], [-0.898773, -3.521042, -3.327811], [-1.132400, -2.865785, -2.174664], [-0.346954, -1.979740, 3.624609], [2.904670, -1.791112, 4.548771], [-2.293034, -2.560737, 2.030828], [-1.400780, -3.776400, 1.098411], [-1.262350, -0.882342, 0.621930], [-2.878998, -0.899157, -0.806173], [-3.421936, -2.316449, 0.084658], [-4.476223, -3.120520, -2.102502], [-4.037193, -4.338063, -4.227166], [-1.670251, -4.575596, -5.010188], [0.138131, -3.598879, -3.620865], [-1.341078, -1.767267, 3.996256], [0.778967, -0.409364, -1.177039], [0.821388, 1.440765, -0.568675], [2.487576, 1.788631, 0.353967], [3.080192, 3.048279, 0.287768], [4.239526, 3.317194, 1.001410], [4.814923, 2.330302, 1.789909], [4.235221, 1.070923, 1.859838], [3.078212, 0.803840, 1.142944], [-0.669376, 1.426694, 0.702065], [-0.449452, 1.224835, 2.064674], [-1.515101, 1.122551, 2.952258], [-2.818884, 1.214950, 2.484109], [-3.055494, 1.422114, 1.130413], [-1.988134, 1.527640, 0.246580], [0.475803, 2.680359, -2.014559], [-0.240361, 3.854539, -1.787116], [-0.440695, 4.767802, -2.813520], [0.072184, 4.514734, -4.077267], [0.788384, 3.349725, -4.315873], [0.989271, 2.439325, -3.288633], [0.808697, -0.718488, -2.286207], [2.639546, 3.824457, -0.328409], [4.695796, 4.296620, 0.940954], [5.718815, 2.540365, 2.346511], [4.688666, 0.295967, 2.465315], [2.635029, -0.186695, 1.195373], [0.565112, 1.152702, 2.443992], [-1.321251, 0.981139, 4.008585], [-3.649678, 1.148053, 3.175026], [-4.071391, 1.521680, 0.767572], [-2.182225, 1.708811, -0.806410], [-0.644843, 4.065478, -0.803010], [-0.995053, 5.677950, -2.624912], [-0.082893, 5.227381, -4.876622], [1.194607, 3.154445, -5.299752], [1.560846, 1.538122, -3.484485]], "forces_ev_per_angstrom": [[0.123, -0.244, 0.292], [0.015, -0.007, 0.004], [-0.041, -0.002, 0.009], [0.009, -0.003, -0.007], [0.017, -0.050, -0.018], [-0.052, -0.029, -0.057], [-0.033, -0.027, 0.034], [-0.107, 0.361, -0.124], [0.085, -0.074, -0.048], [-0.056, 0.044, 0.036], [0.074, 0.025, -0.097], [-0.041, 0.005, -0.030], [-0.001, -0.002, 0.029], [0.011, -0.003, -0.002], [-0.026, 0.003, 0.009], [0.016, 0.000, -0.001], [-0.024, -0.012, -0.014], [0.081, -0.036, -0.030], [-0.013, 0.011, 0.006], [-0.001, 0.000, 0.000], [-0.012, -0.018, -0.022], [0.017, -0.009, 0.015], [-0.007, -0.007, 0.039], [0.032, 0.017, 0.018], [-0.010, 0.006, -0.006], [-0.001, -0.001, 0.002], [0.004, -0.001, -0.004], [-0.003, -0.001, 0.000], [0.005, 0.001, 0.016], [0.002, 0.002, 0.003], [-0.031, 0.178, -0.128], [0.069, -0.010, 0.092], [-0.022, 0.016, 0.011], [-0.028, -0.010, -0.016], [0.027, -0.002, 0.018], [-0.017, 0.010, -0.013], [0.004, -0.001, 0.007], [-0.019, -0.017, -0.003], [-0.026, 0.008, -0.015], [0.033, 0.002, 0.018], [-0.003, 0.006, -0.043], [0.013, -0.004, 0.046], [-0.013, 0.001, -0.044], [0.011, -0.020, 0.035], [0.018, -0.045, -0.045], [0.006, 0.002, 0.001], [-0.010, 0.007, 0.008], [0.002, -0.002, -0.007], [0.000, -0.004, 0.008], [-0.012, 0.014, 0.005], [-0.063, -0.091, 0.027], [0.006, 0.002, 0.001], [-0.002, 0.000, 0.000], [0.002, 0.005, -0.002], [-0.007, 0.000, -0.008], [0.021, -0.001, 0.003], [-0.008, 0.004, -0.004], [-0.011, -0.005, 0.009], [0.000, 0.000, -0.001], [0.002, -0.001, 0.002], [-0.002, 0.004, -0.003], [-0.002, -0.003, 0.002], [0.000, 0.000, -0.003], [0.000, 0.000, 0.000], [-0.001, 0.001, -0.001], [0.000, 0.001, -0.005]], "e_homo_ha": [-0.379, -0.379], "charge": 1, "homo_lumo_gap_ev": [7.000, 7.004]}

---

{"formula": "C32H64O16S8", "method": "ωB97M-V/def2-TZVPD", "symbols": ["O", "S", "O", "C", "C", "C", "C", "H", "H", "H", "H", "H", "H", "H", "H", "O", "S", "O", "C", "C", "C", "C", "H", "H", "H", "H", "H", "H", "H", "H", "O", "S", "O", "C", "C", "C", "C", "H", "H", "H", "H", "H", "H", "H", "H", "O", "S", "O", "C", "C", "C", "C", "H", "H", "H", "H", "H", "H", "H", "H", "O", "S", "O", "C", "C", "C", "C", "H", "H", "H", "H", "H", "H", "H", "H", "O", "S", "O", "C", "C", "C", "C", "H", "H", "H", "H", "H", "H", "H", "H", "O", "S", "O", "C", "C", "C", "C", "H", "H", "H", "H", "H", "H", "H", "H", "O", "S", "O", "C", "C", "C", "C", "H", "H", "H", "H", "H", "H", "H", "H"], "positions_angstrom": [[-1.343785, 17.024090, -14.276607], [-1.662088, 16.420285, -13.021950], [-0.849991, 16.717122, -11.867187], [-3.418253, 16.759402, -12.652671], [-4.161845, 15.449836, -12.780833], [-3.324005, 14.525295, -13.681098], [-1.921551, 14.672664, -13.133175], [-3.670543, 17.505370, -13.407763], [-3.437378, 17.227493, -11.672720], [-4.241125, 14.942883, -11.813944], [-5.196922, 15.485990, -13.122030], [-3.442619, 14.778909, -14.738131], [-3.561453, 13.459156, -13.672021], [-1.104725, 14.134298, -13.611511], [-1.937867, 14.299688, -12.106194], [-9.790568, 16.364708, -13.588874], [-9.270528, 15.588545, -12.495814], [-7.838355, 15.472325, -12.301166], [-10.088281, 15.901130, -10.926168], [-10.148056, 14.588682, -10.192960], [-9.831866, 13.403653, -11.145089], [-9.835546, 13.881084, -12.573162], [-11.046302, 16.268607, -11.316115], [-9.685444, 16.764233, -10.397322], [-9.469220, 14.539149, -9.342823], [-11.124249, 14.375110, -9.753311], [-10.564979, 12.612846, -10.975361], [-8.917849, 12.858611, -10.893796], [-10.851406, 13.915604, -12.974158], [-9.157369, 13.405749, -13.277622], [-5.571033, 20.952027, -13.886001], [-6.962940, 20.596097, -13.770435], [-7.753182, 21.077834, -12.657992], [-7.806339, 21.023504, -15.294554], [-7.429199, 19.864481, -16.195042], [-7.830699, 18.615179, -15.372716], [-7.198455, 18.806477, -14.006744], [-7.457188, 21.999631, -15.626058], [-8.872014, 21.045118, -15.071835], [-7.916302, 19.887127, -17.166015], [-6.342478, 19.784138, -16.285443], [-7.596674, 17.666675, -15.847159], [-8.915838, 18.644578, -15.236338], [-6.163630, 18.452306, -13.954919], [-7.728809, 18.398934, -13.149192], [-12.936654, 12.059011, -11.294421], [-14.294456, 12.499699, -11.068662], [-14.503661, 13.707284, -10.331055], [-15.176971, 12.554700, -12.613542], [-15.244964, 11.073906, -12.960347], [-15.831897, 10.396673, -11.728126], [-15.229796, 11.083386, -10.467428], [-14.696540, 13.189978, -13.351309], [-16.159456, 12.936580, -12.328717], [-15.885715, 10.976717, -13.839285], [-14.254597, 10.725483, -13.251976], [-15.709317, 9.317608, -11.712116], [-16.892944, 10.639082, -11.658101], [-14.577641, 10.444606, -9.876856], [-15.992731, 11.525643, -9.828382], [-13.361808, 15.980646, -12.812330], [-14.459333, 16.422943, -11.986262], [-15.690273, 15.678798, -11.964570], [-13.901814, 16.730224, -10.293616], [-13.964914, 18.239471, -10.078962], [-15.090816, 18.754702, -10.999206], [-14.883599, 18.122054, -12.365104], [-12.947039, 16.216610, -10.207034], [-14.614850, 16.190330, -9.674594], [-14.367018, 18.351214, -9.068754], [-13.028381, 18.785194, -10.141309], [-15.132383, 19.842117, -10.996564], [-16.052389, 18.389293, -10.628986], [-14.072758, 18.583511, -12.933048], [-15.735786, 18.116503, -13.042516], [-6.588918, 18.677028, -7.920071], [-7.086919, 19.039404, -9.208042], [-8.201118, 18.327723, -9.784381], [-7.479702, 20.781340, -9.399173], [-6.240096, 21.547265, -9.790809], [-5.225716, 20.538238, -10.423904], [-5.739263, 19.125237, -10.408942], [-8.103156, 21.049706, -8.547623], [-8.114186, 20.766097, -10.287722], [-6.469719, 22.314260, -10.525116], [-5.717180, 22.002618, -8.951738], [-4.270265, 20.726881, -9.933643], [-4.999515, 20.767179, -11.466838], [-5.018124, 18.318568, -10.345000], [-6.396434, 18.970013, -11.270747], [-10.802646, 11.629394, -6.044776], [-10.097832, 12.843779, -5.746250], [-9.549756, 13.624939, -6.815134], [-11.140315, 13.944067, -4.746830], [-10.586908, 13.800880, -3.333516], [-9.070067, 13.648737, -3.485075], [-8.911643, 12.506578, -4.467928], [-12.122161, 13.491156, -4.868971], [-11.070726, 14.961850, -5.117962], [-10.800691, 14.598493, -2.621400], [-11.047909, 12.918824, -2.880414], [-8.612989, 13.404156, -2.525286], [-8.597774, 14.570525, -3.829029], [-9.072898, 11.575766, -3.917408], [-7.918477, 12.284244, -4.866323], [-11.521706, 7.292445, -13.859812], [-11.373603, 7.197065, -12.437422], [-11.514429, 5.907792, -11.807607], [-9.855215, 7.944851, -11.864586], [-10.218602, 9.325297, -11.390727], [-11.576403, 9.194415, -10.707792], [-12.454176, 8.430024, -11.690033], [-9.076207, 7.834403, -12.619729], [-9.481329, 7.325463, -11.045393], [-9.489103, 9.827636, -10.754946], [-10.312737, 10.020157, -12.233948], [-11.995881, 10.180026, -10.520705], [-11.554918, 8.636449, -9.767828], [-12.661871, 9.105500, -12.524213], [-13.384835, 7.984282, -11.352060]], "forces_ev_per_angstrom": [[0.192, -0.033, -0.795], [-0.528, 0.053, 1.474], [0.057, -0.008, -0.123], [0.491, 0.641, -0.370], [-0.512, -1.372, 0.118], [0.031, -0.383, -0.537], [0.433, -0.590, -0.061], [-0.256, -0.058, 0.031], [-0.096, -0.097, 0.056], [0.142, 0.247, 0.122], [0.063, 0.540, -0.115], [0.390, 0.390, 0.050], [-0.485, 0.133, 0.465], [-0.055, 0.320, -0.419], [0.058, 0.245, 0.110], [0.077, 0.500, -0.006], [0.409, -1.541, 0.716], [0.191, 0.602, -0.098], [-0.706, 1.218, -0.844], [0.170, -0.999, 0.636], [0.134, -1.086, 0.414], [-0.536, 0.673, -0.471], [-0.219, -0.411, 0.222], [0.548, -0.282, -0.030], [0.140, 0.297, -0.104], [-0.155, 0.427, -0.164], [-0.334, 0.267, -0.345], [0.374, 0.687, -0.010], [0.046, -0.052, -0.099], [-0.042, -0.226, 0.089], [0.074, -0.159, 0.195], [-1.385, -0.044, -0.637], [0.360, -0.044, 0.284], [0.527, 0.281, -0.079], [0.033, -1.010, 0.391], [-0.870, 0.678, -0.029], [1.228, 0.014, 0.652], [0.002, 0.016, 0.055], [-0.028, 0.023, -0.032], [0.097, 0.075, -0.054], [-0.013, 0.475, -0.467], [0.244, -0.005, 0.086], [0.007, -0.213, -0.056], [-0.120, -0.258, -0.141], [-0.228, 0.024, -0.124], [0.170, -0.021, -0.121], [0.187, -0.190, -0.784], [-0.041, 0.138, 0.815], [0.159, -0.342, 0.313], [-0.379, 0.472, -0.841], [-0.002, 0.494, 0.723], [-0.029, 0.121, 0.082], [0.100, 0.131, 0.160], [0.004, 0.193, -0.253], [-0.027, -0.309, 0.099], [0.013, -0.162, 0.203], [0.041, -0.015, 0.004], [-0.094, -0.310, -0.386], [0.124, 0.108, 0.000], [-0.048, -0.236, 0.087], [-0.006, -0.178, 0.029], [0.122, 0.388, -0.039], [-0.267, -0.179, -0.173], [0.110, -0.487, -0.507], [-1.196, -0.349, 0.862], [0.010, -0.096, -0.122], [0.338, 0.507, -0.554], [0.121, 0.264, 0.119], [-0.035, 0.077, 0.036], [0.475, 0.331, 0.125], [0.095, -0.133, -0.344], [0.024, 0.002, -0.246], [0.052, 0.082, 0.196], [0.241, -0.149, 0.246], [-0.217, -0.127, 0.280], [0.068, -0.019, 0.950], [0.628, 0.666, -1.080], [-0.191, -0.516, 0.185], [-0.698, -0.335, -0.397], [0.794, -0.278, 0.154], [0.765, 0.883, -0.389], [-1.294, -0.280, -0.139], [0.342, 0.373, 0.119], [-0.187, -0.102, 0.157], [-0.183, 0.069, 0.118], [-0.312, 0.129, 0.133], [0.004, -0.694, 0.260], [-0.283, 0.276, 0.027], [-0.041, -0.040, 0.307], [0.563, -0.097, -0.383], [-0.255, -0.263, -0.143], [-0.510, 0.096, 0.327], [0.530, 0.088, -0.281], [-0.036, -0.487, 0.250], [-0.006, 0.053, 0.400], [0.184, -0.139, 0.440], [1.315, -0.642, 0.579], [-0.200, 0.439, 0.032], [-0.039, -0.071, -0.254], [-0.264, 0.324, -0.452], [0.366, -0.191, -0.013], [0.048, -0.041, -0.058], [-0.167, 0.039, -0.145], [-0.949, -0.023, -0.354], [-0.024, 0.809, -0.395], [0.203, 0.084, -0.543], [-0.398, -0.287, 0.554], [-0.075, 0.073, 0.075], [1.147, -0.645, 0.178], [-0.073, 0.854, -0.117], [-0.599, -0.111, 0.357], [0.244, 0.509, -0.715], [-0.290, 0.377, -0.319], [-0.393, -0.003, 0.152], [0.157, -0.471, 0.189], [-0.198, -0.191, -0.107], [-0.038, -0.045, 0.100], [0.406, 0.112, 0.039], [-0.195, -0.115, -0.023], [0.136, -0.146, 0.255]], "smiles": "O=S1(=O)CCCC1.O=S1(=O)CCCC1.O=S1(=O)CCCC1.O=S1(=O)CCCC1.O=S1(=O)CCCC1.O=S1(=O)CCCC1.O=S1(=O)CCCC1.O=S1(=O)CCCC1", "e_homo_ha": -0.365, "homo_lumo_gap_ev": 10.224}

---

Short version: energy above the lowest of the compared OMol25 structures with the same formula, charge and spin = 4.6, 78.7 kJ/mol, in the order given.
Short version: E_tot = -113186.0290, -153660.5397 eV, in the order given.